Computed, not measured: a structure of composition C40H41CoN6O2Sb, with wB97M-V/def2-TZVPD.

```
91
Properties=species:S:1:pos:R:3:forces:R:3:lowdin_charge:R:1
Co -0.82569 -0.06085 1.27166 0.27 0.26 -0.61 0.59
N -1.28909 3.77616 -0.38645 -0.01 -0.14 0.03 0.16
C -0.71506 2.68330 0.09654 0.24 0.17 -0.10 -0.12
N -1.38871 1.66345 0.55937 -0.29 -0.25 0.26 0.05
C -2.80748 1.71333 0.56276 -0.17 -0.64 0.27 -0.29
N -3.43553 0.66733 0.98471 -0.56 0.56 -0.27 0.11
N -2.61626 -0.32096 1.34719 0.76 0.08 0.08 -0.14
C -3.04483 -1.49079 1.89807 -0.15 -0.20 0.07 -0.01
C -2.00407 -2.32557 2.30924 0.00 0.12 -0.04 -0.27
C -2.14390 -3.58686 2.92066 0.03 -0.02 -0.02 0.00
C -1.01967 -4.29319 3.26288 -0.01 0.05 -0.02 -0.03
C 0.24705 -3.74845 2.99929 -0.02 0.01 -0.03 -0.03
C 0.32950 -2.50823 2.40703 0.22 -0.02 -0.01 -0.11
N -0.75028 -1.80189 2.06362 -0.24 -0.15 0.12 -0.01
C -3.47908 2.89785 0.07440 0.18 0.39 -0.19 -0.10
C -4.86610 3.03382 0.04699 0.03 0.01 0.01 0.01
C -5.43725 4.17500 -0.48329 -0.08 -0.09 0.04 -0.04
C -4.63815 5.19347 -0.99393 0.12 -0.01 0.00 -0.04
C -3.25907 5.07827 -0.96666 0.04 0.12 -0.04 0.00
C -2.68674 3.93667 -0.43022 -0.34 -0.23 0.10 -0.17
H -0.70818 4.51727 -0.74688 0.08 -0.01 0.02 0.17
H 0.36899 2.64879 0.11428 -0.01 -0.03 0.01 0.13
H -4.09812 -1.71037 1.99850 0.00 0.06 -0.01 0.14
H -3.13743 -3.97233 3.10292 0.01 -0.01 0.02 0.13
H -1.10236 -5.26244 3.73547 -0.03 0.00 -0.02 0.12
H 1.14941 -4.28846 3.24445 0.01 0.02 0.00 0.12
H 1.28788 -2.05229 2.18774 -0.03 0.03 -0.01 0.11
H -5.47266 2.23253 0.44530 -0.03 0.01 -0.03 0.12
H -6.51393 4.27250 -0.50493 0.01 0.01 0.00 0.12
H -5.09147 6.07915 -1.41645 0.00 0.01 0.01 0.12
H -2.63007 5.86758 -1.36140 -0.02 0.01 0.00 0.12
O 1.72353 2.56526 1.95710 -0.22 -0.21 0.06 0.05
C 1.29197 1.59214 2.58219 0.51 0.69 0.19 -0.55
O 0.79046 0.53201 2.11509 -0.24 -0.48 0.19 -0.08
C 1.44282 1.65389 4.13806 -0.19 -0.53 -0.39 -0.14
N 2.27300 2.87449 4.41012 -0.08 0.24 -0.41 0.09
C 3.60102 2.43571 4.95724 0.39 -0.26 0.05 -0.08
C 3.70090 0.97565 4.53275 -0.18 -0.01 0.01 -0.13
C 2.25762 0.48348 4.68586 0.13 0.07 -0.01 -0.11
H 0.45302 1.74241 4.58238 0.01 0.08 0.03 0.17
H 1.82077 3.55968 5.00851 -0.07 -0.03 0.03 0.19
H 2.34677 3.27004 3.43461 0.10 0.03 0.28 0.15
H 3.57466 2.52294 6.04181 -0.09 0.06 -0.01 0.14
H 4.39576 3.06779 4.57026 -0.09 0.08 -0.03 0.14
H 4.40153 0.42397 5.15380 0.04 0.02 -0.01 0.13
H 4.02255 0.89894 3.49197 0.03 0.01 0.01 0.12
H 2.02025 0.30434 5.73477 -0.02 0.00 0.00 0.13
H 2.04787 -0.42260 4.12273 -0.02 -0.01 0.04 0.11
C -1.44333 -3.91315 -0.88563 0.05 0.00 -0.09 -0.05
C -0.02391 -4.10236 -1.34695 -0.05 -0.01 0.01 -0.30
C 0.46420 -5.37520 -1.62692 -0.06 0.01 0.00 -0.03
C 1.74816 -5.56036 -2.11507 0.05 -0.03 -0.03 -0.05
C 2.56855 -4.46842 -2.34976 0.01 0.02 0.00 -0.06
C 2.10234 -3.19142 -2.07478 0.00 -0.09 0.05 -0.14
C 0.82152 -3.01242 -1.55948 -0.04 0.41 0.08 -0.31
Sb 0.11453 -1.00459 -1.26084 0.27 -0.11 -0.25 1.65
C -0.60832 -0.65187 -3.27008 0.07 -0.03 0.59 -0.31
C 0.21710 -1.07719 -4.30316 0.03 -0.04 0.00 -0.12
C -0.17406 -0.88807 -5.61960 0.07 -0.03 -0.05 -0.06
C -1.39042 -0.28272 -5.89439 -0.03 0.02 0.01 -0.05
C -2.21356 0.12618 -4.85666 0.01 0.00 0.03 -0.03
C -1.83876 -0.05038 -3.52664 -0.06 0.07 -0.02 -0.31
C -2.73985 0.43584 -2.42328 0.09 -0.06 -0.10 -0.06
C 2.01374 -0.01533 -1.12521 -0.31 -0.07 -0.04 -0.33
C 2.93552 -0.64674 -0.28973 -0.01 0.05 -0.06 -0.16
C 4.20069 -0.11728 -0.10489 0.00 -0.01 0.05 -0.08
C 4.53965 1.06823 -0.74261 0.04 0.01 0.05 -0.06
C 3.61334 1.71462 -1.54206 -0.07 0.07 -0.01 -0.04
C 2.33399 1.19521 -1.74502 0.01 -0.03 0.09 -0.29
C 1.36757 1.94398 -2.62589 0.12 -0.09 -0.01 -0.05
H -1.91149 -4.86344 -0.63540 -0.01 0.01 0.00 0.09
H -2.03904 -3.44715 -1.67677 -0.04 -0.01 0.03 0.09
H -1.48683 -3.27003 -0.00614 -0.04 0.01 0.02 0.03
H -0.18133 -6.23232 -1.47707 0.01 0.00 0.02 0.12
H 2.10471 -6.55977 -2.32735 -0.01 0.00 0.01 0.11
H 3.56667 -4.60210 -2.74514 -0.01 -0.02 -0.01 0.11
H 2.74645 -2.34361 -2.26553 0.03 0.01 0.02 0.09
H 1.15921 -1.56884 -4.09040 0.00 0.01 -0.02 0.10
H 0.46670 -1.22168 -6.42509 -0.01 0.01 0.00 0.11
H -1.70405 -0.13519 -6.91928 0.00 -0.01 0.00 0.12
H -3.16846 0.58893 -5.07526 0.00 -0.01 -0.02 0.12
H -3.74607 0.63042 -2.79062 0.00 0.00 0.01 0.09
H -2.35555 1.37203 -2.00933 -0.02 0.00 0.01 0.06
H -2.81049 -0.29576 -1.61526 -0.04 0.05 0.04 0.05
H 2.67056 -1.58101 0.19427 0.05 -0.02 -0.01 0.09
H 4.92053 -0.63482 0.51625 0.01 0.02 0.01 0.11
H 5.52681 1.49140 -0.60984 0.00 0.00 -0.03 0.11
H 3.87993 2.64833 -2.02370 0.02 -0.01 0.00 0.12
H 1.61004 3.00662 -2.64464 -0.01 0.01 0.00 0.09
H 0.33384 1.82224 -2.29592 -0.03 0.01 -0.06 0.04
H 1.42301 1.57526 -3.65126 -0.09 0.02 -0.04 0.09
```
Positions in Å, forces in eV/Å.

Results
HOMO-LUMO gap (spin up / spin down)	5.6 / 6.1	eV
⟨S²⟩	3.81
HOMO level (spin up / spin down)	-11.24 / -13.15	eV
total charge	+2
multiplicity	4